C5H6O | ωB97M-V with the def2-TZVPD basis set

Properties
Orbital gap, eV: 9.4
Lowest unoccupied orbital energy, eV: 0.2
Relative energy (zero: lowest compared OMol25 entry of this formula, charge and spin), kJ/mol: 444.9
SMILES: C=C=C1COC1

Each line ends with the Mulliken charge.
Positions of all 12 atoms, in Å:
O  0.03  -1.78  -0.75  -0.40
C  0.67  -1.19  0.40  -0.17
C  -0.94  -0.72  -0.81  -0.17
C  -0.44  1.00  1.06  -0.02
C  0.23  1.97  0.46  -0.75
C  -0.41  -0.16  0.46  0.14
H  0.54  2.94  0.78  0.29
H  1.66  -0.77  0.16  0.24
H  0.62  1.62  -0.50  0.12
H  0.75  -1.85  1.27  0.25
H  -1.98  -1.02  -0.84  0.25
H  -0.73  -0.04  -1.67  0.22

---

C5H6O | ωB97M-V with the def2-TZVPD basis set

Properties
Orbital gap, eV: 8.4
Lowest unoccupied orbital energy, eV: -0.4
Relative energy (zero: lowest compared OMol25 entry of this formula, charge and spin), kJ/mol: 636.0

Each line ends with the Mulliken charge.
Positions of all 12 atoms, in Å:
O  -1.34  -0.95  -0.25  -0.47
C  -0.17  0.42  0.89  0.10
C  0.64  -0.61  -0.91  -0.48
C  0.92  1.38  0.83  -0.71
C  -0.62  0.24  -0.64  -0.37
C  -0.01  -1.05  0.41  -0.22
H  0.43  2.36  0.98  0.18
H  0.17  -1.95  1.00  0.47
H  -1.13  0.99  -1.24  0.46
H  1.61  -0.11  -0.83  0.37
H  -1.04  0.59  1.53  0.42
H  0.54  -1.31  -1.74  0.26

---

C5H6O | ωB97M-V with the def2-TZVPD basis set

Properties
Orbital gap, eV: 9.6
Lowest unoccupied orbital energy, eV: 1.1
Relative energy (zero: lowest compared OMol25 entry of this formula, charge and spin), kJ/mol: 245.8
SMILES: C=C/C=C1\CO1

Each line ends with the Mulliken charge.
Positions of all 12 atoms, in Å:
O  -0.88  2.13  -0.81  -0.43
C  -0.29  0.93  -0.65  0.37
C  0.22  -0.12  -1.26  -0.54
C  0.51  -1.31  -0.43  0.04
C  -0.84  1.53  0.53  -0.26
C  0.75  -1.32  0.88  -0.80
H  0.88  -0.40  1.46  0.25
H  -0.22  2.07  1.23  0.26
H  0.47  -2.25  -0.97  0.29
H  0.32  -0.15  -2.34  0.36
H  -1.77  1.12  0.92  0.23
H  0.84  -2.25  1.43  0.24

---

C5H6O | ωB97M-V with the def2-TZVPD basis set

Properties
Orbital gap, eV: 9.4
Lowest unoccupied orbital energy, eV: 0.9
Relative energy (zero: lowest compared OMol25 entry of this formula, charge and spin), kJ/mol: 327.9

Each line ends with the Mulliken charge.
Positions of all 12 atoms, in Å:
O  1.05  0.66  0.67  -0.34
C  -0.50  -2.18  1.02  -0.66
C  -0.15  0.06  0.45  0.57
C  -0.45  0.79  -0.82  -0.35
C  0.86  1.51  -0.49  -0.26
C  -0.71  -0.89  1.19  -0.36
H  -1.39  1.34  -0.74  0.23
H  0.14  -2.42  0.17  0.19
H  -0.86  -2.99  1.63  0.28
H  0.74  2.54  -0.15  0.24
H  -0.44  0.18  -1.74  0.21
H  1.69  1.40  -1.18  0.25

---

C5H6O | ωB97M-V with the def2-TZVPD basis set

Properties
Orbital gap, eV: 8.7
Lowest unoccupied orbital energy, eV: 0.1
Relative energy (zero: lowest compared OMol25 entry of this formula, charge and spin), kJ/mol: 442.3

Each line ends with the Mulliken charge.
Positions of all 12 atoms, in Å:
O  0.60  0.80  0.04  -0.17
C  -0.93  1.57  1.49  0.13
C  0.24  0.77  1.30  -0.48
C  -2.13  1.68  1.68  -0.23
C  0.29  -1.14  -1.25  -0.94
C  1.29  -0.39  -0.38  -0.27
H  1.54  -0.94  0.54  0.39
H  2.20  -0.10  -0.91  0.30
H  0.26  -0.73  -2.25  0.28
H  -0.70  -1.03  -0.81  0.28
H  0.52  -2.21  -1.30  0.31
H  -3.18  1.73  1.85  0.38

---

C5H6O | ωB97M-V with the def2-TZVPD basis set

Properties
Orbital gap, eV: 9.9
Lowest unoccupied orbital energy, eV: 0.8
Relative energy (zero: lowest compared OMol25 entry of this formula, charge and spin), kJ/mol: 457.1

Each line ends with the Mulliken charge.
Positions of all 12 atoms, in Å:
O  -1.31  -0.80  0.90  -0.37
C  -0.81  -0.06  -0.38  0.61
C  -2.24  -0.02  0.30  0.06
C  0.55  0.54  -0.24  -0.28
C  1.64  -0.51  -0.01  -1.08
C  -1.98  0.13  -1.10  -0.75
H  1.44  -1.08  0.90  0.30
H  1.70  -1.21  -0.85  0.33
H  2.62  -0.02  0.09  0.32
H  -2.84  0.64  0.93  0.30
H  0.51  1.24  0.61  0.29
H  0.74  1.13  -1.15  0.27